(1)
This record from the OMol25 dataset describes C12H28N4O4Rb as an isolated structure. The level of theory is the ωB97M-V functional and the def2-TZVPD basis.

CARTESIAN COORDINATES (ANGSTROEM)
H -8.9132 -23.6530 17.7616
H -13.0716 -12.3824 20.2866
H -12.3196 -12.7478 24.9685
N -10.7402 -25.6363 18.4117
C -16.4207 -21.5178 27.0440
H -4.1693 -18.7990 22.3405
H -12.8505 -14.1262 19.8346
H -7.7974 -17.3385 18.5951
C -11.7347 -26.6846 18.6599
H -17.8095 -24.0800 24.2563
H -17.1658 -20.9040 27.5502
O -11.7115 -23.9783 19.5338
C -10.8007 -24.4024 18.8643
H -4.8252 -17.9079 20.2629
H -12.2495 -26.3991 19.5773
C -12.5590 -13.3189 20.5065
H -11.4852 -13.2123 20.3526
H -13.4962 -14.3587 22.0071
H -5.7143 -18.3828 23.0199
N -5.5733 -18.1089 20.9110
H -16.0558 -22.3803 27.6018
C -12.9477 -13.2848 24.2577
C -9.6855 -23.4073 18.4905
O -11.6534 -11.8756 22.6393
C -12.3970 -12.8346 22.8586
C -6.8368 -17.1542 19.0761
H -17.9985 -22.7169 26.3085
H -5.6079 -19.8335 22.0370
O -7.8355 -17.9699 21.0379
C -17.6005 -23.1014 23.8240
H -10.0868 -22.6091 17.8660
N -12.7925 -13.6431 21.8943
H -17.1572 -23.2900 22.8462
H -9.8815 -25.8806 17.9395
H -6.6406 -16.0820 19.0691
O -15.8778 -21.5768 24.3668
H -18.5549 -22.6127 23.6284
H -12.5382 -26.6688 17.9236
H -13.0391 -14.3685 24.3306
C -5.2401 -18.8123 22.1374
Rb -12.8354 -19.1553 20.6590
H -11.2896 -27.6536 18.8857
H -6.0578 -17.6874 18.5313
H -15.6390 -20.8618 26.6611
H -9.1378 -23.0318 19.3548
H -13.9553 -12.8786 24.3469
C -6.7774 -17.7806 20.4842
N -17.1441 -22.2584 26.0258
C -16.7255 -22.2861 24.7306

Electronic energy (eV): -27699.1065
ΔE to the lowest compared entry with this formula, charge and spin (kcal per mole): 87.6
Frontier orbital gap (eV): 7.514
Total charge: +1
LUMO (eV): -3.82
Molecular weight (g mol⁻¹): 377.8

(2)
This record from the OMol25 dataset describes a 3-piece molecular cluster, C12H28N5O4 overall. The level of theory is the ωB97M-V functional and the def2-TZVPD basis.

CARTESIAN COORDINATES (ANGSTROEM)
C 0.4959 -4.5796 0.9516
H 3.0146 -0.9783 2.3534
H 2.6351 -4.6691 2.7447
H -1.1087 -1.7237 1.5755
H 1.7633 -2.4470 2.3011
H 3.0153 -2.2878 0.1464
N -0.3410 -5.0413 2.1313
C -2.2299 7.2825 -2.7137
O 3.9380 -2.6535 0.3514
H -3.4780 6.1414 -4.6185
C 3.4036 -4.6025 1.8583
H -2.1943 -3.1336 0.8240
H -0.0813 -3.0810 3.3649
O 0.3936 -0.3765 0.4967
H -0.0270 2.8336 -2.1728
H -4.0583 4.4810 -4.3228
N -0.0148 -3.3277 0.2763
C -1.1107 -2.8691 1.2460
C -0.1819 2.8234 -1.0917
O -1.0278 5.5241 -1.6144
H -1.2476 2.9151 -0.8749
H -1.7642 7.9124 -1.9506
O 2.8501 -4.9229 0.5330
C -3.1752 5.1001 -4.4957
H 4.3303 -5.2829 2.1695
H 2.9982 -2.3058 3.8122
H -3.3143 7.3588 -2.6105
H -2.6674 4.7583 -5.4001
H 1.3705 1.4242 -0.7225
H -1.8840 1.6571 1.0101
C -1.7936 5.8548 -2.5179
N 1.5999 -5.3693 0.7511
C 3.9112 -3.0266 1.7954
H -1.9127 7.6382 -3.6962
C -0.8283 -3.6858 2.6765
N 0.3839 1.6005 -0.5712
H 0.3555 3.6616 -0.6431
C -0.2426 0.6074 0.1231
H -2.2695 0.8226 -0.5313
H 0.3482 -5.5213 2.7832
C 2.8310 -2.1130 2.6645
H 4.9875 -3.0150 2.2652
N -2.2750 4.9148 -3.3812
H 0.6604 -2.5402 0.3985
H -1.7869 -3.9761 3.3160
C -1.7130 0.7634 0.4063
H 1.4485 -6.4192 0.8225
H -2.0693 -0.1059 0.9662
H -1.9373 3.9794 -3.1859

Electronic energy (eV): -28526.8840
Frontier orbital gap (eV): 7.037
Total charge: +1
LUMO (eV): -4.34
Molecular weight (g mol⁻¹): 306.4

(3)
This record from the OMol25 dataset describes a 3-piece molecular cluster, C12H29F3NO13P2S2 overall. The level of theory is the ωB97M-V functional and the def2-TZVPD basis.

CARTESIAN COORDINATES (ANGSTROEM)
S 3.8363 5.2855 2.4627
H 0.5858 3.6795 -1.4081
O -2.1046 -4.6622 -0.8474
P -0.0928 1.0304 -3.7355
H -0.7083 5.2657 3.3011
S 1.2110 4.0588 2.2856
H -1.1082 0.5347 -7.1403
H 5.7972 3.8008 2.8614
C -2.2994 -4.8476 2.1735
C 0.3322 3.2472 -2.3797
H -3.0983 -8.9710 -0.4948
H -1.1748 0.6607 0.4101
O 1.4998 3.6567 0.8127
H 0.0621 1.3865 1.6336
C -0.8648 -1.5181 -3.3799
H 5.3181 1.8051 1.5988
F -3.1265 0.5164 2.9705
F -0.8878 0.3499 3.8245
C -1.6714 3.3744 2.4693
O -2.0429 -7.2368 -0.6954
P -1.4302 -5.8243 -0.1083
H 3.4663 1.7559 2.0738
C 0.8304 -4.9824 -1.1637
H -0.6535 3.6090 -2.6843
H -1.3821 -5.1910 2.6562
H -2.1585 -3.8359 1.7845
N 2.1413 5.4208 2.8669
O 0.3083 1.8383 -2.2592
O -2.6419 -5.7342 1.1232
H -1.0139 -2.2252 -2.5583
H -3.1077 -4.8417 2.9066
H -3.9649 -7.5069 -0.0060
O -0.2546 -0.3560 -2.8599
H -1.7612 1.6709 -5.9383
H -2.6654 -8.1939 1.0357
H -2.7440 3.8758 2.6232
H -0.8610 5.3624 1.4255
H 1.3310 -5.1652 -0.2091
H -1.4082 2.8306 3.4726
H 4.1200 2.9762 0.7028
H 0.4433 -3.9604 -1.1882
H -1.8408 -1.2908 -3.8141
O 1.3573 2.9098 3.3114
C -0.6149 4.6188 2.3023
C -0.8740 1.1135 -6.2453
O 4.1860 5.6380 0.9922
H 4.3470 3.2529 3.9654
O -1.7984 2.4989 1.2958
C -1.0877 1.2226 1.4598
C -2.9928 -8.0064 0.0109
O 4.5930 6.3535 3.3452
O 1.3647 1.1403 -4.1994
H -0.0582 1.8061 -6.4676
H 1.5528 -5.1077 -1.9746
H 1.0820 3.5567 -3.1124
O -0.2186 -5.9144 -1.3399
O -0.4937 0.2225 -5.2119
C 4.6159 3.6303 2.8666
C 4.3398 2.4563 1.7322
H -0.2070 -1.9876 -4.1159
C -1.7235 0.2030 2.5742
F -1.5854 -1.2556 2.2066

Electronic energy (eV): -89412.7285
Frontier orbital gap (eV): 4.390
Total charge: -1
LUMO (eV): -1.27
Molecular weight (g mol⁻¹): 578.4

(4)
This record from the OMol25 dataset describes C12H29MnO7 as an isolated structure. The level of theory is the ωB97M-V functional and the def2-TZVPD basis.

CARTESIAN COORDINATES (ANGSTROEM)
H -0.7582 -3.5562 2.5368
H -0.1269 5.1203 -3.0082
H -2.7453 0.1311 3.8379
H 0.8155 1.6767 0.4820
C 1.7802 1.4537 0.9378
H 1.9262 2.0555 1.8348
H 0.6055 -4.1115 1.5453
H 1.3893 1.9743 -2.5907
O 1.5935 -2.2064 -1.0545
H -2.0732 1.5514 1.2483
H -3.2726 1.7269 3.2640
H -1.2727 2.4894 -0.7366
H -1.1870 -3.8781 -2.2407
C -0.6838 -3.0328 -1.7713
H -1.7975 4.6356 -3.0393
H 0.9676 -4.1851 -1.1308
C -1.4923 2.3970 -1.8002
H -3.8423 0.2934 2.4148
C 1.2517 0.8951 -2.5244
O -1.4191 -2.4870 -0.6533
H -0.8591 1.1454 2.4749
C 0.9019 -3.2300 -1.6520
Mn 0.1358 -1.0905 0.0943
H 1.2578 -3.3081 -2.6793
C 2.5167 -0.5080 2.2287
C 0.3242 -3.5173 2.4148
C -1.7804 0.8140 1.9957
H -2.4449 2.8619 -2.0545
H 2.1430 0.7179 -1.9226
C -1.1948 1.0072 -2.2962
C -2.9965 0.7188 2.9550
H 2.1215 0.0129 3.1009
H -0.9636 5.1511 -1.4878
C -0.8945 4.6065 -2.4295
H 2.6283 -2.3944 3.1776
H 0.7733 -3.8888 3.3358
H 2.6269 -2.5178 1.3641
H 3.5435 -0.1964 2.0375
O -1.5027 -0.3789 1.3122
O -0.0087 0.4705 -1.7443
H -1.0491 1.0688 -3.3747
O 0.7950 -2.1749 2.2686
H -2.0917 0.4252 -2.0846
O -0.4802 3.2889 -2.1296
H 2.5884 1.6909 0.2460
O 1.7656 0.0766 1.0909
C 2.1939 -2.0399 2.2429
H 1.2338 0.5040 -3.5417
H -0.9422 -2.2593 -2.4946

⟨S²⟩: 8.754
Electronic energy (eV): -58563.3555
ΔE to the lowest compared entry with this formula, charge and spin (kcal per mole): 0.9
Frontier orbital gap (alpha / beta) (eV): 5.490 / 5.602
Total charge: -1
LUMO (alpha / beta) (eV): 2.73 / 2.73
2S+1: 6
Molecular weight (g mol⁻¹): 340.3

Strongest force on any atom
In order: 5.660; 4.954; 10.291; 3.786
Unit: eV/A